No. 1
Computed, not measured: a molecular structure, C25H32N2NdP2 at a distorted geometry, with ωB97M-V/def2-TZVPD.

Its energy is -63269.591 eV. For the energy relative to the best compared isomer or geometry (same formula, charge and spin), the calculation gives 0.00 kcal per mole. The highest occupied orbital energy (alpha / beta) comes out at -8.60 / -8.61 eV. For the max |F|, the calculation gives 2.507 eV Å⁻¹. Its charge is +1. The value obtained for the orbital gap (alpha / beta) is 4.58 / 4.67 eV. As for the spin multiplicity: 4.

Each line ends with the Mulliken spin population.
Atoms and positions in Å:
C -1.77742 3.14522 -3.32788  0.00
C -1.51245 1.84114 -2.90922  -0.01
C -0.15722 1.36276 -3.01844  0.00
C 0.86162 2.34115 -2.86621  -0.01
C 0.58400 3.67914 -3.18705  0.00
C -0.72101 4.05107 -3.51967  -0.01
C 2.09542 1.87153 -2.18977  0.00
C 2.45277 0.50667 -2.64418  -0.01
C 1.35928 -0.38713 -2.78600  0.00
C 1.59507 -1.75076 -2.39556  -0.01
C 2.89632 -2.24580 -2.51166  0.00
C 3.97745 -1.36773 -2.70339  0.00
C 3.76510 0.01245 -2.66392  0.01
H -2.81769 3.46005 -3.47403  0.00
H 1.39840 4.40975 -3.21294  0.00
H -0.93611 5.05387 -3.89980  0.00
H 2.91883 2.58384 -2.21324  0.00
H 3.06855 -3.32476 -2.42624  0.00
H 4.98196 -1.77080 -2.85878  0.00
H 4.60763 0.71331 -2.66715  0.00
N 0.10231 0.02966 -3.10887  -0.01
Nd 0.84089 1.22484 0.96039  3.08
C -2.50486 1.00411 -2.14284  0.00
H -2.45629 -0.03890 -2.48406  0.00
H -3.52557 1.40643 -2.24884  0.00
C 0.49716 -2.50040 -1.68873  0.00
H -0.44474 -2.39079 -2.24520  0.00
H 0.76562 -3.56409 -1.57650  0.00
P -2.04507 1.00034 -0.31015  0.00
P 0.19441 -1.77546 0.03818  0.00
C 1.38081 -2.79350 1.00543  0.00
H 1.18333 -2.65396 2.07716  0.00
H 1.28362 -3.86084 0.75227  0.00
H 2.39917 -2.45166 0.79390  0.00
C -1.31563 -2.75359 0.38211  0.00
H -1.08856 -3.83059 0.38929  0.00
H -1.71634 -2.47240 1.36269  0.00
H -2.07460 -2.56108 -0.38575  0.00
C -2.64698 2.66981 0.16680  0.00
H -3.61714 2.87909 -0.31056  0.00
H -2.77056 2.72760 1.25840  0.00
H -1.92635 3.43452 -0.14614  0.00
C -3.49452 0.03157 0.27390  0.00
H -3.55134 0.03316 1.36923  0.00
H -4.42461 0.47287 -0.11870  0.00
H -3.43217 -1.00587 -0.06958  0.00
H 1.83009 1.73212 -0.83095  0.01
H 2.24214 0.04629 0.40663  -0.04
N -0.78494 0.60310 2.75022  0.00
C -0.15857 -0.06365 3.90056  0.00
C 1.19801 -0.37893 3.83231  0.01
C 1.74078 -1.16722 4.85830  0.00
C 0.94078 -1.58109 5.92684  0.00
C -0.41104 -1.21709 5.98718  0.00
C -0.96461 -0.44611 4.96611  0.00
H -1.35768 1.39802 3.04275  0.00
H -1.50051 -0.00389 2.31602  0.00
H 1.85078 -0.04246 2.98777  0.00
H 2.79694 -1.45852 4.80843  0.00
H 1.37329 -2.19391 6.72490  0.00
H -1.02993 -1.53035 6.83330  0.00
H -2.01805 -0.14220 4.97092  0.00

---

No. 2
Computed, not measured: C25H32N2O5 in the gas phase, with ωB97M-V/def2-TZVPD.

Its energy is -39662.891 eV. For the energy relative to the best compared isomer or geometry (same formula, charge and spin), the calculation gives 14.23 kcal per mole. The highest occupied orbital energy comes out at -8.29 eV. For the max |F|, the calculation gives 0.579 eV Å⁻¹. The value obtained for the orbital gap is 8.86 eV. The SMILES is CCOC(=O)c1ccc(NC(=O)COc2ccc(CNC3CCCCC3)cc2OC)cc1.

Each line ends with the Mulliken charge.
Atoms and positions in Å:
C 10.81507 2.02611 1.48465  -1.11
C 10.40504 1.81162 0.03429  -0.25
O 9.06031 1.34843 -0.06614  -0.34
C 8.86111 0.03081 0.10489  0.64
O 9.75498 -0.75516 0.31084  -0.63
C 7.43343 -0.34145 0.00123  0.15
C 7.08141 -1.68223 0.14667  -0.82
C 5.76435 -2.08251 0.06348  -0.41
C 4.76920 -1.13396 -0.16877  0.97
N 3.41999 -1.45899 -0.25940  -0.05
C 2.81735 -2.66692 -0.15204  0.17
O 3.36155 -3.72940 0.04290  -0.68
C 1.29236 -2.57902 -0.29809  -0.33
O 0.91118 -1.25056 -0.54888  -0.16
C -0.42060 -0.93148 -0.60441  0.65
C -1.46832 -1.82618 -0.50118  -0.70
C -2.77884 -1.37688 -0.57167  -0.99
C -3.05525 -0.03324 -0.74155  -0.15
C -4.48089 0.44606 -0.82124  -0.48
N -5.32377 -0.32169 0.07368  -0.13
C -6.75145 -0.07890 -0.02297  -0.11
C -7.48327 -1.17101 0.76103  -0.75
C -8.99508 -1.01650 0.63320  -0.66
C -9.43573 0.35666 1.13060  -0.66
C -8.71479 1.45592 0.35721  -0.73
C -7.20239 1.30071 0.48277  -0.68
C -2.00164 0.87095 -0.84626  -0.57
C -0.68883 0.44035 -0.78279  0.78
O 0.41470 1.24324 -0.87185  -0.34
C 0.21719 2.62101 -1.07050  -0.95
C 5.11928 0.21058 -0.31660  -0.70
C 6.43646 0.60446 -0.23271  -0.83
H 10.12788 2.71344 1.97262  0.29
H 10.80297 1.07748 2.01557  0.31
H 11.81919 2.43873 1.52272  0.38
H 10.42438 2.75036 -0.52388  0.31
H 11.06879 1.08101 -0.44016  0.32
H 7.86418 -2.40297 0.32746  0.45
H 5.49449 -3.11909 0.17677  0.55
H 2.78801 -0.68250 -0.42990  0.02
H 0.99289 -3.24785 -1.11680  0.37
H 0.84787 -2.95836 0.63246  0.43
H -1.27710 -2.87911 -0.36929  0.41
H -3.59699 -2.07317 -0.48714  0.39
H -4.50769 1.53332 -0.63092  0.25
H -4.85650 0.28287 -1.83936  0.32
H -5.01274 -0.19625 1.03236  0.32
H -7.01609 -0.16927 -1.08425  0.25
H -7.16642 -2.14655 0.39013  0.31
H -7.19668 -1.10466 1.81333  0.31
H -9.49568 -1.79928 1.20670  0.34
H -9.28393 -1.13209 -0.41395  0.32
H -9.20268 0.44890 2.19403  0.32
H -10.51576 0.46752 1.01401  0.32
H -9.01802 2.43631 0.73182  0.35
H -8.99573 1.39981 -0.69726  0.34
H -6.90850 1.40735 1.53108  0.24
H -6.70563 2.08844 -0.08830  0.35
H -2.22520 1.91830 -0.97832  0.44
H 1.21347 3.05727 -1.12614  0.20
H -0.32834 3.07448 -0.23643  0.38
H -0.31646 2.82074 -2.00531  0.38
H 4.34331 0.94110 -0.49751  0.45
H 6.70456 1.64287 -0.34653  0.44

---

No. 3
Computed, not measured: C25H32N2O6 in the gas phase, with ωB97M-V/def2-TZVPD.

Its energy is -41709.521 eV. For the energy relative to the best compared isomer or geometry (same formula, charge and spin), the calculation gives 42.60 kcal per mole. The highest occupied orbital energy comes out at -7.93 eV. For the max |F|, the calculation gives 0.714 eV Å⁻¹. The value obtained for the orbital gap is 8.59 eV. The SMILES is CCOc1ccc(NC(=O)CN(C)C(=O)c2ccc(OC[C@H]3CCCO3)cc2)cc1OCC.

Each line ends with the Mulliken charge.
Atoms and positions in Å:
C 5.48771 0.23169 -3.40256  -1.25
C 5.45149 -0.96905 -4.34180  -0.15
O 4.17175 -1.14060 -4.93613  -0.53
C 3.16713 -1.54847 -4.08305  -0.01
C 2.05342 -0.72672 -3.94646  -0.59
C 1.00444 -1.07443 -3.12227  -0.68
C 1.05405 -2.26188 -2.39465  0.65
N -0.03030 -2.56138 -1.56796  0.00
C -0.20798 -3.62252 -0.75051  0.83
O 0.56120 -4.54400 -0.57969  -0.66
C -1.54846 -3.53097 0.00000  -1.38
N -1.53712 -2.47610 0.99862  0.19
C -0.94675 -2.83603 2.26588  -1.10
C -1.86772 -1.22018 0.62412  0.65
O -2.06342 -0.93890 -0.55618  -0.76
C -2.02388 -0.19730 1.68915  -0.20
C -1.47068 1.06270 1.49818  -1.08
C -1.64685 2.07005 2.42839  -0.27
C -2.41027 1.83480 3.56873  0.77
O -2.64759 2.72787 4.56469  -0.47
C -2.18990 4.05588 4.44682  -0.98
C -3.07228 4.89933 3.50469  0.51
C -4.46425 5.14097 4.10031  -0.73
C -4.28849 6.48847 4.79759  -0.57
C -3.30239 7.18538 3.86224  -0.55
O -2.46802 6.17014 3.32599  -0.48
C -2.99115 0.57570 3.74835  -0.66
C -2.79964 -0.42649 2.82441  -0.05
C 2.15024 -3.10226 -2.53988  -0.04
C 3.19627 -2.76635 -3.38883  -0.17
O 4.25170 -3.64867 -3.48213  -0.51
C 4.45125 -4.21966 -4.76834  -0.17
C 3.32910 -5.17974 -5.14693  -1.25
H 5.18308 1.13182 -3.93137  0.30
H 4.81088 0.07309 -2.56517  0.30
H 6.49565 0.36806 -3.02048  0.41
H 6.12713 -0.81446 -5.18724  0.40
H 5.75492 -1.87236 -3.80111  0.23
H 2.03343 0.19738 -4.50315  0.45
H 0.14737 -0.42427 -3.02671  0.45
H -0.77274 -1.85781 -1.54853  0.16
H -1.73663 -4.48282 0.50017  0.46
H -2.35015 -3.32102 -0.71305  0.40
H -1.62154 -3.47730 2.83917  0.29
H -0.72078 -1.94497 2.84623  0.46
H -0.02025 -3.38499 2.08376  0.36
H -0.89109 1.25071 0.60696  0.47
H -1.19236 3.03116 2.24841  0.41
H -1.14873 4.10145 4.10991  0.35
H -2.24093 4.46558 5.45879  0.35
H -3.13128 4.39656 2.53070  0.41
H -5.20625 5.21893 3.30533  0.35
H -4.75076 4.33730 4.77500  0.31
H -3.84583 6.35534 5.78505  0.23
H -5.21970 7.03992 4.89975  0.39
H -3.83403 7.68451 3.04017  0.30
H -2.66595 7.91656 4.36530  0.30
H -3.59325 0.41306 4.62822  0.44
H -3.27424 -1.38510 2.97013  0.43
H 2.20047 -4.03477 -2.00294  0.62
H 5.40117 -4.75436 -4.68583  0.39
H 4.54608 -3.43724 -5.53063  0.24
H 2.38823 -4.64091 -5.24006  0.30
H 3.55857 -5.65653 -6.09597  0.41
H 3.21689 -5.94381 -4.38162  0.31

---

No. 4
Computed, not measured: C25H32N4O2S in the gas phase, with ωB97M-V/def2-TZVPD.

Its energy is -47336.650 eV. For the energy relative to the best compared isomer or geometry (same formula, charge and spin), the calculation gives 10.37 kcal per mole. The highest occupied orbital energy comes out at -7.96 eV. For the max |F|, the calculation gives 0.671 eV Å⁻¹. The value obtained for the orbital gap is 8.37 eV. The SMILES is C[C@H]1CCCCN1CCCNC(=O)CCCN1C(=O)c2cccnc2Sc2ccccc21.

Each line ends with the Mulliken charge.
Atoms and positions in Å:
C 0.72032 -5.15575 2.07406  -1.87
C 0.18302 -3.75717 1.75869  0.44
C 0.15751 -2.85128 3.00263  -0.46
C 1.55860 -2.39895 3.40821  -1.03
C 2.27198 -1.77484 2.21253  0.12
C 2.25795 -2.76331 1.04116  -1.00
N 0.92395 -3.17261 0.64261  0.06
C 0.20282 -2.12486 -0.06327  1.12
C -0.95581 -2.68218 -0.90533  -1.22
C -2.33102 -2.31070 -0.34490  -0.76
N -2.58606 -0.88885 -0.41149  -0.06
C -2.53446 -0.07964 0.66818  0.32
O -2.23617 -0.47581 1.77842  -0.63
C -2.93440 1.35781 0.37773  -0.42
C -2.30408 2.33636 1.36459  -1.13
C -0.78077 2.40389 1.22869  -0.78
N -0.36636 2.67080 -0.14592  0.69
C -0.71842 3.87051 -0.68348  0.76
O -1.30556 4.71854 -0.03825  -0.64
C -0.36947 4.14790 -2.10811  0.07
C 0.05122 5.43468 -2.43730  -0.82
C 0.22943 5.78403 -3.76436  -0.53
C -0.05632 4.83448 -4.73432  -0.39
N -0.46522 3.61489 -4.43908  -0.64
C -0.60991 3.28157 -3.17555  0.91
S -1.11451 1.59686 -2.88912  -0.31
C 0.36842 1.21306 -1.96707  0.75
C 1.31169 0.36742 -2.52560  -0.55
C 2.48114 0.09132 -1.84066  -0.79
C 2.70177 0.66546 -0.59859  -0.50
C 1.75970 1.51054 -0.04386  -0.42
C 0.57975 1.80358 -0.72483  -0.69
H 0.02048 -5.67955 2.72074  0.47
H 0.83314 -5.71812 1.15075  0.39
H 1.68268 -5.11980 2.57485  0.34
H -0.84672 -3.88894 1.41482  0.17
H -0.31506 -3.38962 3.82595  0.50
H -0.45681 -1.97399 2.78873  -0.02
H 2.13865 -3.25220 3.76767  0.35
H 1.49051 -1.67876 4.22706  0.44
H 1.76183 -0.85519 1.91719  -0.28
H 3.30291 -1.52263 2.47016  0.46
H 2.75510 -2.32714 0.17017  0.48
H 2.81192 -3.66242 1.32267  0.45
H -0.18678 -1.35027 0.61072  -0.03
H 0.92328 -1.64428 -0.72720  -0.66
H -0.86568 -3.76722 -0.95547  0.42
H -0.88596 -2.29439 -1.92378  0.46
H -2.40488 -2.58481 0.70941  0.32
H -3.11390 -2.83242 -0.90507  0.41
H -2.73813 -0.48735 -1.32345  0.31
H -4.02228 1.41066 0.47070  0.47
H -2.67491 1.62118 -0.64845  0.04
H -2.72431 3.32976 1.21188  0.52
H -2.52680 2.00951 2.38109  0.53
H -0.40368 3.19526 1.88498  0.42
H -0.35105 1.44689 1.52520  0.28
H 0.21591 6.14469 -1.64018  0.46
H 0.56343 6.77148 -4.03947  0.41
H 0.04227 5.04793 -5.78986  0.40
H 1.11596 -0.07081 -3.49183  0.50
H 3.21637 -0.56802 -2.27564  0.39
H 3.61339 0.45782 -0.05966  0.43
H 1.93842 1.96501 0.91890  0.54